C49H51N3PTi as an isolated structure at a distorted geometry. Source: OMol25; level of theory: wB97M-V/def2-TZVPD.

Each line ends with the Mulliken charge.
CARTESIAN COORDINATES (ANGSTROEM)
Ti 0.278 -0.103 0.887  -2.1809
C 3.947 -1.420 3.043  -1.1052
C 4.199 -0.316 3.839  -0.9732
C 3.441 0.818 3.713  -0.8876
C 2.302 0.794 2.905  0.9650
C 2.064 -0.305 2.009  0.8663
C 2.888 -1.406 2.173  -0.0748
C 1.361 1.965 2.919  0.8828
C 1.654 3.230 3.546  -1.1546
C 0.766 4.220 3.426  -1.6256
C -0.444 4.048 2.653  1.1257
C -1.400 5.047 2.462  -0.7973
C -2.582 4.775 1.765  -1.3464
C -2.841 3.467 1.305  -0.6718
C -1.843 2.519 1.410  0.9112
C -0.645 2.804 2.083  -0.3866
N 0.247 1.762 2.202  1.0695
H 4.547 -2.308 3.173  0.4790
H 5.157 -0.335 4.336  0.3622
H 3.694 1.702 4.273  0.4085
H 2.815 -2.286 1.561  0.2753
H 2.488 3.317 4.201  0.5210
H 0.918 5.146 3.940  0.5433
H -1.231 6.035 2.840  0.5036
H -3.314 5.524 1.629  0.5412
H -3.768 3.234 0.823  0.5657
H -2.042 1.538 0.950  -0.5312
N -1.329 -0.525 2.666  -0.0955
C -2.738 -0.345 2.351  -0.4207
C -3.458 0.480 3.225  -0.1443
C -4.796 0.928 2.975  -0.9001
C -5.332 0.579 1.765  -0.9212
C -4.589 -0.124 0.758  -0.4656
C -3.337 -0.644 1.058  0.8267
C -2.581 -1.523 0.108  0.2062
C -3.143 -2.315 -0.832  -0.1521
C -2.531 -3.358 -1.541  -0.5970
C -1.513 -4.105 -1.253  -1.9288
C -0.245 -2.741 0.579  -0.3474
C -1.099 -1.566 0.201  0.3813
H -1.033 -1.488 2.927  0.2564
H -1.128 -0.081 3.610  0.3870
H -2.950 0.742 4.141  0.4294
H -5.326 1.486 3.824  0.3428
H -6.329 0.821 1.435  0.4374
H -4.975 -0.328 -0.256  0.3900
H -4.217 -2.200 -1.033  0.3382
H -2.990 -3.601 -2.509  0.3315
H -1.114 -4.847 -1.901  0.4635
H 0.011 -2.936 1.580  1.1667
C -2.220 2.078 -1.758  -1.1849
C -0.938 2.870 -1.425  1.2404
C -0.662 3.913 -2.594  -1.3671
P 0.423 1.709 -1.083  1.7156
C 2.017 2.686 -1.314  0.2976
C 3.221 1.797 -1.027  -1.0181
C 2.011 4.037 -0.542  -1.4603
C 0.442 0.561 -2.444  -0.5865
C 0.824 0.890 -3.739  -0.0250
C 0.696 -0.002 -4.804  0.0428
C 0.921 0.509 -6.211  -1.6966
C 0.233 -1.283 -4.510  -0.9492
C -0.138 -1.702 -3.245  -0.4247
C 0.030 -0.713 -2.222  -0.4366
N -0.167 -1.108 -0.857  0.4178
C 0.841 -1.932 -0.117  1.6177
C 2.061 -2.547 -0.740  0.1249
C 3.072 -1.631 -1.403  -1.4433
C 2.294 -3.867 -0.737  -0.3185
C 1.576 -5.017 -0.213  1.1145
C 2.491 -6.202 -0.039  -2.1904
C 0.290 -5.170 0.117  -2.2171
C -0.809 -4.113 0.098  3.4648
C -1.811 -4.610 1.128  -1.8946
H -3.080 2.509 -1.196  0.2158
H -2.067 0.999 -1.509  0.1479
H -2.406 2.259 -2.838  0.4748
H -1.035 3.453 -0.469  -0.3288
H -0.312 3.326 -3.465  0.3687
H -0.001 4.744 -2.453  0.3151
H -1.698 4.344 -2.826  0.4518
H 1.959 2.846 -2.392  0.7232
H 3.332 1.386 0.020  -0.0526
H 4.165 2.350 -1.168  0.5846
H 3.224 0.900 -1.684  0.0796
H 2.323 3.807 0.479  0.2712
H 1.024 4.497 -0.540  0.2854
H 2.821 4.680 -0.905  0.4351
H 1.203 1.901 -4.020  0.3088
H 1.019 1.541 -6.198  0.4816
H 0.073 0.237 -6.861  0.3618
H 1.824 0.100 -6.655  0.3275
H 0.150 -2.004 -5.319  0.4532
H -0.386 -2.778 -3.033  0.1882
H 2.849 -1.251 -2.406  0.2430
H 4.043 -2.016 -1.530  0.5850
H 3.201 -0.747 -0.767  -0.1908
H 3.275 -4.149 -1.124  0.4200
H 2.943 -6.546 -0.981  0.3659
H 1.997 -7.055 0.333  0.4772
H 3.308 -5.983 0.620  0.3875
H -0.027 -6.146 0.472  0.2787
H -1.463 -4.696 2.203  0.3341
H -2.217 -5.569 0.817  0.5717
H -2.654 -3.866 1.136  0.3424

## Properties
E_tot ... -88506.88576 eV
LUMO level ... -2.9 eV
Net charge ... +1
HOMO-LUMO gap ... 6.88 eV

=====

A 10-piece molecular cluster, C49H52Cl2IN10O4PS overall at a distorted geometry. Source: OMol25; level of theory: wB97M-V/def2-TZVPD.

Each line ends with the Mulliken charge.
CARTESIAN COORDINATES (ANGSTROEM)
C 0.691 -4.968 3.348  -0.8385
C 1.923 -5.611 4.218  -0.0029
Cl 1.175 -6.999 5.259  -0.1984
C 2.637 -4.586 5.279  -0.0957
Cl 1.736 -4.664 6.916  -0.0896
N 2.867 -3.182 4.763  -0.1644
I 1.341 -1.883 5.248  0.3484
C 4.170 -2.735 5.452  0.2174
O 5.195 -2.370 4.632  -0.4859
O 4.388 -2.729 6.907  -0.1951
P 4.205 -1.143 7.601  0.7245
O 2.626 -1.132 8.415  -0.4626
O 5.368 -0.814 8.903  -0.4970
S 4.234 0.324 6.319  -0.2516
H -0.155 -4.572 4.085  0.2354
H 0.168 -5.796 2.689  0.3341
H 0.997 -4.053 2.676  0.0666
H 2.658 -6.124 3.464  0.3743
H 3.720 -5.038 5.497  0.3914
H 2.588 -0.389 9.087  0.3095
H 4.945 -1.257 9.700  0.3380
C -1.178 -3.594 -2.148  -0.2208
C -1.433 -4.936 -1.890  -0.6538
C -1.127 -5.432 -0.633  -0.3893
N -0.592 -4.688 0.359  -0.2432
C -0.354 -3.388 0.079  0.0631
C -0.629 -2.800 -1.146  -1.3375
H -1.405 -3.169 -3.121  0.4521
H -1.859 -5.581 -2.650  0.4191
H -1.311 -6.473 -0.382  0.3426
H 0.078 -2.811 0.891  0.5226
H -0.419 -1.750 -1.315  1.0214
C -0.884 3.001 3.062  -0.3679
C -2.091 2.346 3.283  -0.4845
C -2.107 1.282 4.170  -0.3273
N -1.016 0.838 4.831  -0.4609
C 0.142 1.492 4.595  -0.1768
C 0.258 2.568 3.730  -0.6662
H -0.832 3.840 2.375  0.6813
H -2.998 2.658 2.777  0.4127
H -3.026 0.741 4.378  0.4019
H 1.005 1.115 5.137  0.4511
H 1.213 3.057 3.580  0.4782
C 8.028 3.174 3.911  -0.2845
C 7.751 3.968 2.804  -0.3205
C 6.425 4.253 2.517  -0.2780
N 5.384 3.801 3.249  -0.4616
C 5.684 3.030 4.317  0.0537
C 6.977 2.694 4.686  -0.3363
H 9.055 2.930 4.168  0.3585
H 8.547 4.356 2.179  0.3482
H 6.157 4.871 1.665  0.3407
H 4.830 2.678 4.888  0.2264
H 7.160 2.073 5.556  0.3468
C -5.789 -3.575 1.028  0.1005
C -6.294 -4.822 1.381  -0.5177
C -5.395 -5.848 1.626  -0.2976
N -4.054 -5.709 1.539  -0.4904
C -3.593 -4.488 1.192  -0.3113
C -4.412 -3.401 0.932  -0.5391
H -6.462 -2.747 0.829  0.5961
H -7.361 -4.991 1.464  0.3953
H -5.740 -6.839 1.908  0.3727
H -2.512 -4.403 1.127  0.6384
H -3.987 -2.441 0.659  0.1751
C 3.197 -0.236 -3.688  -0.1870
C 2.886 -0.990 -2.562  -0.5660
C 2.048 -2.083 -2.715  -0.3425
N 1.512 -2.459 -3.897  -0.4232
C 1.831 -1.707 -4.972  -0.2520
C 2.662 -0.599 -4.920  -0.4226
H 3.851 0.627 -3.608  0.3973
H 3.286 -0.732 -1.588  0.3971
H 1.778 -2.704 -1.866  0.6354
H 1.386 -2.028 -5.910  0.3854
H 2.886 -0.033 -5.817  0.3711
C 0.635 3.894 -1.258  -0.4267
C 0.323 3.141 -0.132  -0.4529
C -0.514 2.048 -0.285  -0.5478
N -1.050 1.672 -1.467  -0.2609
C -0.731 2.424 -2.542  -0.5102
C 0.099 3.531 -2.490  0.2778
H 1.289 4.758 -1.178  0.3484
H 0.723 3.398 0.843  0.5146
H -0.784 1.426 0.564  0.4919
H -1.177 2.102 -3.480  0.5690
H 0.323 4.098 -3.387  0.3328
C 2.683 7.221 -6.205  -0.0926
C 2.871 6.987 -4.847  -0.6955
C 1.935 6.213 -4.179  0.1499
N 0.846 5.675 -4.770  -0.2976
C 0.689 5.922 -6.088  -0.2827
C 1.571 6.679 -6.842  -0.5314
H 3.396 7.822 -6.762  0.3727
H 3.726 7.396 -4.321  0.3484
H 2.040 5.999 -3.119  0.1599
H -0.196 5.480 -6.539  0.3809
H 1.396 6.843 -7.899  0.3436
C -3.211 0.161 -7.702  -0.1564
C -2.446 1.322 -7.671  -0.6435
C -1.884 1.705 -6.464  -0.1750
N -2.039 1.017 -5.311  -0.3083
C -2.789 -0.105 -5.372  -0.3045
C -3.388 -0.570 -6.532  -0.6872
H -3.667 -0.171 -8.630  0.3727
H -2.290 1.914 -8.566  0.3754
H -1.275 2.601 -6.389  0.3986
H -2.900 -0.638 -4.432  0.5654
H -3.978 -1.479 -6.523  0.3861
C -6.750 1.397 -1.887  -0.2343
C -7.957 0.743 -1.667  -0.4843
C -7.974 -0.322 -0.780  -0.2849
N -6.882 -0.765 -0.118  -0.2883
C -5.724 -0.112 -0.355  -0.2480
C -5.609 0.965 -1.220  -0.6490
H -6.699 2.237 -2.575  0.3892
H -8.864 1.055 -2.172  0.3685
H -8.892 -0.863 -0.571  0.3715
H -4.861 -0.489 0.187  0.4833
H -4.653 1.454 -1.370  0.4774

## Properties
SMILES string ... C[C@H](Cl)[C@H](Cl)N(I)C(=O)OP(O)(O)=S.c1ccncc1.c1ccncc1.c1ccncc1.c1ccncc1.c1ccncc1.c1ccncc1.c1ccncc1.c1ccncc1.c1ccncc1
E_tot ... -128012.63372 eV
LUMO level ... -0.8 eV
Net charge ... 0
HOMO-LUMO gap ... 8.29 eV

=====

> Look up the LUMO level of the first one.

-2.9 eV

=====

> Which value of LUMO level does entry 1 give?

-2.9 eV

=====

> What is the E_tot in the first record?

-88506.88576 eV